Record 1
# C23H28N4O2

A structure of composition C23H28N4O2 in a non-equilibrium geometry (the ωB97M-V functional and the def2-TZVPD basis, OMol25).

Its energy above the lowest of the compared OMol25 structures with the same formula, charge and spin is 490.6 kcal/mol. As for the net charge: 0. The calculation puts the orbital gap at 8.07 eV. As for the multiplicity: 1. The LUMO energy is 0.08 eV. The HOMO energy comes out at -0.29363 Ha.

CARTESIAN COORDINATES (ANGSTROEM)
H 1.056 2.203 1.534
C 5.756 -0.052 5.253
H 6.473 -0.121 5.862
C -2.298 2.585 -4.272
C 2.351 0.511 1.575
C -2.515 1.115 -3.599
H -3.194 -3.570 0.259
H -3.573 -1.316 -2.579
H 1.465 -1.923 0.297
C -1.983 0.896 -2.077
C -1.697 3.546 -2.298
C -2.370 -1.463 -2.446
H -0.601 -3.643 -2.457
C 4.186 -0.744 3.872
N -1.022 -0.588 -0.588
H 2.568 0.369 0.415
O 3.025 -2.582 3.407
H -1.949 4.256 -1.390
H 3.224 1.111 2.046
C 1.144 1.055 1.802
H -2.566 4.427 -3.862
C -0.523 0.735 -0.018
C -2.527 3.453 -3.285
C 3.089 -1.469 3.136
H 6.354 1.903 3.770
C -1.082 -3.358 -1.357
H -1.943 -1.570 -3.334
H -0.330 -2.612 -0.859
H -2.821 -3.602 -2.315
H -0.124 -1.081 2.934
N 2.413 -1.014 1.862
O 4.738 0.459 3.112
C -2.408 -2.799 -1.694
H 4.594 -1.801 5.600
C -1.788 -0.504 -1.678
H -0.723 3.971 -2.616
H -2.988 2.508 -5.253
C 0.146 -1.114 1.623
H -2.774 -1.819 0.485
H -3.746 1.029 -3.536
C -0.978 1.907 -0.218
N -0.071 0.191 1.275
H 0.838 1.006 2.952
C 1.401 -1.660 1.468
C -0.429 3.008 0.299
C 5.887 0.638 3.853
H -2.288 0.260 -4.558
H -1.302 2.489 -4.714
H -0.766 -1.506 1.241
H -3.594 3.322 -2.772
H 1.586 -2.757 1.640
H -4.128 -2.452 -0.640
N -0.172 3.918 0.939
H -1.143 -4.275 -0.930
C -1.591 2.175 -1.590
C 4.787 -1.098 4.900
C -3.074 -2.550 -0.474

Record 2
# C24H47IN8O8P2S

A structure of composition C24H47IN8O8P2S (the ωB97M-V functional and the def2-TZVPD basis, OMol25).

As for the net charge: 0. The calculation puts the orbital gap at 7.70 eV. As for the multiplicity: 1. The LUMO energy is -1.15 eV. The HOMO energy comes out at -0.32532 Ha.

CARTESIAN COORDINATES (ANGSTROEM)
H -1.585 -0.270 3.626
H -6.594 -5.346 -5.092
H -3.940 -0.632 6.956
H 5.532 9.274 -1.165
O 1.681 3.443 -3.252
H 3.677 11.441 -3.317
H 0.934 6.517 -0.967
H -6.021 -5.424 -3.423
C 5.085 -5.301 -0.737
I -3.191 -2.694 -2.674
H 1.341 5.501 0.412
C 2.157 -4.034 4.524
H 4.782 10.865 -1.377
H 2.130 -0.143 0.658
N -2.023 1.496 0.358
H -2.822 1.403 7.890
C -1.612 -0.802 -0.454
C 2.695 10.997 -3.439
C 3.556 9.174 -1.914
H -0.299 -4.627 4.520
H -6.219 -2.953 -3.335
C -1.230 0.440 0.126
C -7.764 -2.975 -4.595
H -0.077 -2.033 3.053
H 7.172 -5.585 -0.970
H 2.529 10.811 -4.501
N 3.870 -5.875 -0.595
H 1.959 -4.963 3.987
H 2.081 5.699 -4.266
H -1.942 -0.061 8.352
N -3.086 -0.232 6.600
H -0.718 -0.344 5.170
H 2.431 6.402 -2.671
H 1.947 11.713 -3.095
H -8.825 -4.733 -5.262
N 2.604 9.762 -2.684
O 1.313 -4.189 -0.390
H 0.863 3.522 -1.012
H -1.271 -4.226 3.101
O -8.162 -1.877 -4.246
H -3.837 -1.490 1.122
H 3.129 -5.191 -0.519
H 4.412 -7.893 -0.640
O 5.191 -4.080 -0.759
H -1.382 0.915 6.993
C 1.572 -2.855 3.784
H -5.018 -4.668 -4.670
H -0.328 5.551 -0.185
H -9.332 -3.204 -6.000
C -8.477 -3.779 -5.660
O -3.648 -1.190 4.648
C -2.264 0.547 7.506
C 4.893 9.869 -1.808
N 0.314 1.896 1.047
C -6.045 -4.810 -4.326
P 1.917 -2.826 -0.420
H 1.737 9.250 -2.715
C 1.704 5.840 -3.257
C 3.522 -7.278 -0.546
H 2.836 -7.529 -1.356
N 1.007 4.455 -1.367
C -2.863 -0.510 5.290
H 5.363 9.962 -2.788
O 3.331 8.122 -1.336
C 0.723 5.569 -0.485
S -1.105 2.623 1.003
O -3.963 -1.914 0.261
C 0.719 -1.506 -0.193
N 0.232 -2.840 3.572
H -7.819 -3.973 -6.508
C -0.766 -3.814 3.975
C 0.124 0.671 0.524
H 2.572 -2.544 -1.628
H 3.033 -7.516 0.400
C 1.108 -0.323 0.354
H 2.862 -2.650 0.600
H 0.771 6.406 -3.304
C 6.288 -6.207 -0.865
N -6.655 -3.529 -4.038
H 6.199 -6.849 -1.742
C 1.469 4.480 -2.645
H -0.894 -2.711 -1.003
H 3.229 -3.888 4.597
H -1.521 -3.349 4.613
H 1.738 -4.112 5.527
C -0.636 -1.745 -0.589
H -1.586 1.134 4.701
H 6.398 -6.835 0.020
O 2.263 -1.938 3.366
C -1.604 0.044 4.666
P -3.378 -0.967 -0.950

Record 3
# C23H15F11GeNO4S2V

A structure of composition C23H15F11GeNO4S2V in a non-equilibrium geometry (the ωB97M-V functional and the def2-TZVPD basis, OMol25).

As for the net charge: 0. The calculation puts the orbital gap at 8.54 eV. As for the multiplicity: 1. The LUMO energy is -0.67 eV. The HOMO energy comes out at -0.33842 Ha.

CARTESIAN COORDINATES (ANGSTROEM)
C -3.781 -1.165 -0.189
H -4.165 2.561 0.726
O 0.239 2.733 2.362
H -5.881 -1.326 0.211
S 1.684 4.294 -0.034
C 0.621 -3.743 2.974
F 2.974 -1.161 -0.306
H -2.851 -2.252 -2.619
O 0.670 3.302 -0.590
F 2.475 0.629 -2.579
H 1.413 -1.795 -2.334
H 0.142 -3.914 -0.371
C 3.725 -0.141 -0.745
Ge -0.918 -1.074 -0.611
H -3.694 -2.221 -0.419
C 0.679 -2.762 -4.090
H -6.132 1.063 0.796
C -4.061 1.515 0.467
H 1.006 -5.255 1.502
C -0.366 -2.216 0.850
H 1.008 -4.332 3.795
C 0.120 -2.467 3.208
C -2.659 -0.332 -0.240
H -2.580 -3.363 -4.788
C 2.503 2.800 3.849
F 4.446 0.311 0.288
C -5.024 -0.666 0.175
F -0.170 6.039 -0.464
H -0.762 -0.718 2.351
C 0.621 -4.261 1.687
O 2.621 4.835 -0.944
F -0.051 5.417 1.607
C 0.645 5.720 0.528
V 1.386 1.609 -0.017
F 1.981 1.904 4.668
S 1.660 2.563 2.223
H 1.668 -2.896 -4.510
C -1.706 -3.024 -4.246
H -0.323 -3.686 -5.746
F 3.758 2.044 -1.507
O 2.036 1.172 1.813
C 2.841 1.007 -1.326
F 3.800 2.617 3.725
C 0.131 -3.499 0.632
C -0.368 -1.710 2.153
F 2.248 4.024 4.275
C -2.819 1.012 0.098
C 0.529 -2.141 -2.858
H 0.111 -2.064 4.213
F 1.466 6.724 0.789
C 0.333 0.457 -0.515
H -1.968 1.683 0.069
C -0.739 -1.956 -2.302
N 2.380 3.653 1.275
C -0.439 -3.205 -4.784
C -5.164 0.676 0.505
C -1.854 -2.401 -3.013
F 4.558 -0.618 -1.671

Record 4
# C18H11Br2IrN3O6

A structure of composition C18H11Br2IrN3O6 in a non-equilibrium geometry (the ωB97M-V functional and the def2-TZVPD basis, OMol25).

Its energy above the lowest of the compared OMol25 structures with the same formula, charge and spin is 46.0 kcal/mol. As for the net charge: +2. The calculation puts the orbital gap (spin up / spin down) at 8.32 / 4.79 eV. As for the multiplicity: 2. The LUMO energy (spin up / spin down) is -6.77 / -10.29 eV. The HOMO energy (spin up / spin down) comes out at -0.55467 / -0.55443 Ha. Its expectation value of S² is 0.77.

CARTESIAN COORDINATES (ANGSTROEM)
C -0.530 1.823 -1.212
H -0.194 2.893 3.495
H 0.091 -2.798 0.495
H 0.074 1.052 4.842
O 3.386 -2.942 1.620
H 2.104 -2.661 4.144
C 1.736 -1.419 2.452
H 0.756 -1.182 5.670
C -1.926 2.202 -1.674
C -4.347 3.068 -2.606
N -2.962 1.971 -0.907
C 1.643 -1.591 -2.111
H 2.157 -2.531 -3.963
O 0.293 3.027 2.669
C 1.113 -3.829 -2.568
C 0.882 -0.934 4.625
O 1.398 1.967 1.105
C 0.455 0.312 4.151
H -3.348 3.822 -4.349
Ir 1.415 0.075 0.091
C 0.738 1.921 2.144
C -4.142 2.404 -1.353
Br 2.292 0.175 -2.392
H -1.097 3.067 -3.478
Br -5.597 2.138 -0.285
C -3.249 3.313 -3.400
O -0.452 0.779 -0.468
C -2.014 2.898 -2.930
C 2.851 -1.880 1.497
H 0.064 -4.822 -0.971
H 1.129 -4.694 -3.217
C 0.520 -3.906 -1.316
H -5.345 3.375 -2.885
O 0.372 2.468 -1.714
N 1.105 -0.347 1.985
C 1.595 -1.775 3.786
C 0.528 -2.795 -0.494
O 3.101 -0.943 0.602
N 1.097 -1.655 -0.897
C 1.689 -2.636 -2.995
C 0.614 0.590 2.813

Record 5
# C5H21NO7

A cluster of 7 separate species, C5H21NO7 in total in a non-equilibrium geometry (the ωB97M-V functional and the def2-TZVPD basis, OMol25).

Its energy above the lowest of the compared OMol25 structures with the same formula, charge and spin is 30.4 kcal/mol. As for the net charge: +1. The calculation puts the orbital gap (spin up / spin down) at 9.96 / 5.67 eV. As for the multiplicity: 2. The LUMO energy (spin up / spin down) is -4.05 / -8.33 eV. The HOMO energy (spin up / spin down) comes out at -0.51480 / -0.51479 Ha. Its expectation value of S² is 0.76.

CARTESIAN COORDINATES (ANGSTROEM)
C 0.186 -0.330 2.080
H -1.736 2.510 -1.767
H 2.238 1.483 0.909
H 1.433 -2.885 -1.525
H -2.488 -1.053 1.101
H 0.101 1.617 -2.661
O 2.952 0.687 0.727
H -1.545 1.829 2.490
H 0.335 -0.121 3.122
O -0.290 -2.741 -0.410
H 2.815 -1.656 0.268
H -1.306 2.258 1.012
H -1.608 -1.519 -2.098
O -2.756 -1.806 0.446
O 0.941 2.122 -2.434
C 1.649 -1.525 0.153
H -2.001 -2.361 0.384
H 0.609 2.826 0.108
H -2.716 -0.995 -1.186
C 0.837 -2.448 -0.637
O 1.537 3.061 0.277
H 3.006 0.350 1.688
H 1.634 -0.541 -0.254
C 1.018 -1.473 1.633
H -1.942 0.950 -1.607
H 1.992 2.945 -0.655
H -0.606 0.238 0.200
N -1.447 1.543 1.569
H 0.569 -2.393 1.788
H 1.358 1.459 -1.723
C -0.617 0.434 1.331
O -1.337 1.688 -1.547
H 1.897 -1.499 2.259
O -2.341 -0.784 -2.082

Record 6
# ClH5N2Si

A cluster of 2 separate species, ClH5N2Si in total in a non-equilibrium geometry (the ωB97M-V functional and the def2-TZVPD basis, OMol25).

Its energy above the lowest of the compared OMol25 structures with the same formula, charge and spin is 63.4 kcal/mol. As for the net charge: 0. Its SMILES is [H]/N=[SiH]\Cl.N. The calculation puts the orbital gap at 9.69 eV. As for the multiplicity: 1. The LUMO energy is 0.01 eV. The HOMO energy comes out at -0.35576 Ha.

CARTESIAN COORDINATES (ANGSTROEM)
Si 2.001 2.337 -0.941
Cl 2.903 2.846 -2.674
N 1.376 0.909 -0.443
H -2.099 -0.641 0.200
H -0.501 -0.680 -0.512
H 1.609 0.158 -1.222
N -1.141 -1.152 0.107
H 1.998 3.562 -0.144
H -0.669 -0.889 1.009

Record 7
# C3H4N2

The molecule C3H4N2 in a non-equilibrium geometry (the ωB97M-V functional and the def2-TZVPD basis, OMol25).

Its energy above the lowest of the compared OMol25 structures with the same formula, charge and spin is 65.8 kcal/mol. As for the net charge: 0. The calculation puts the orbital gap at 8.74 eV. As for the multiplicity: 1. The LUMO energy is 0.72 eV. The HOMO energy comes out at -0.29489 Ha.

CARTESIAN COORDINATES (ANGSTROEM)
N -0.551 0.877 0.637
C 0.716 0.618 0.430
H -1.267 1.641 0.575
C -0.573 -0.908 -0.559
H 1.576 1.154 0.785
N 0.734 -0.525 -0.259
H 1.581 -1.035 -0.464
H -0.745 -1.804 -1.138
C -1.472 -0.018 -0.008

Record 8
# C33H44N7O2

A cluster of 6 separate species, C33H44N7O2 in total in a non-equilibrium geometry (the ωB97M-V functional and the def2-TZVPD basis, OMol25).

As for the net charge: -1. The calculation puts the orbital gap at 2.97 eV. As for the multiplicity: 1. The LUMO energy is 1.72 eV. The HOMO energy comes out at -0.04605 Ha.

CARTESIAN COORDINATES (ANGSTROEM)
H -1.244 0.603 3.320
C 4.101 1.070 -0.836
N -2.696 -0.869 3.478
H 0.510 0.460 -7.596
C -1.329 3.788 4.222
C -3.307 3.643 3.105
H 5.140 5.754 -5.109
C 3.976 -1.282 -0.504
H -2.891 -5.789 5.299
H -3.208 6.507 4.878
C 6.929 2.916 -4.755
H 3.255 -2.828 -7.494
H 7.876 2.457 -5.013
H -4.275 -6.946 5.268
H 5.721 -0.113 -0.048
C -2.904 5.554 4.463
H -0.279 0.640 -4.293
H -2.743 -0.876 4.486
O 1.007 -0.457 3.250
H 2.290 1.923 -1.637
H -1.381 4.604 -5.488
C -1.670 5.009 4.781
C 0.785 -0.545 -7.296
H -4.036 -3.026 4.647
H 1.149 -0.579 2.315
H -1.049 2.201 -6.075
C -0.361 3.356 -2.529
C -0.862 2.561 -5.072
H -2.273 -3.223 4.599
H -0.373 3.322 4.438
H -2.597 -2.405 2.003
C -4.000 -5.861 5.265
H 1.134 -0.281 -1.699
C -1.388 -0.440 2.989
H -0.585 -2.941 -5.598
H -0.557 -3.372 3.175
H -4.714 5.250 3.335
H -0.922 5.336 -3.147
H -3.998 -4.514 7.069
N -2.122 3.101 3.396
H -0.398 -2.463 1.683
H 4.639 2.010 -0.790
C 2.308 -2.372 -7.236
C 1.374 -3.065 -6.483
H -4.789 -6.059 8.557
N 4.492 4.098 -4.092
H 2.712 -0.511 -8.243
H -6.343 -6.072 7.649
H -5.502 -4.577 6.157
O -3.392 -4.545 3.396
H -1.424 -0.403 1.887
N -0.180 2.066 -2.824
H -5.082 -7.251 7.200
H 4.033 2.352 -3.128
H -0.232 -1.509 4.569
H -4.216 -1.944 2.527
C 2.798 1.027 -1.306
N 2.719 -1.348 -0.952
C 2.155 -0.200 -1.342
H 6.182 1.214 -3.664
C 5.992 2.223 -4.007
C -4.676 -5.207 6.525
C -3.193 -3.257 3.967
C -0.433 1.692 -4.082
C -3.743 4.859 3.607
N -0.133 -1.196 -6.572
C -3.191 -2.130 2.889
H -3.929 3.060 2.436
C 0.048 -2.593 2.685
C -1.045 3.894 -4.742
C 0.177 -2.436 -6.182
C 2.010 -1.085 -7.654
H 1.109 -2.851 2.590
H -0.987 5.520 5.446
N -4.469 -5.261 4.002
H 7.342 4.779 -5.755
C 4.706 -0.107 -0.424
C 6.636 4.206 -5.169
C 4.796 2.854 -3.705
C -0.790 4.304 -3.443
H 4.407 -2.227 -0.195
C -5.255 -6.230 7.576
H 1.570 -4.070 -6.137
H -0.146 3.631 -1.502
C -0.175 -1.269 3.497
C 5.412 4.747 -4.811

Record 9
# C19H24MgN5O3P

A structure of composition C19H24MgN5O3P (the ωB97M-V functional and the def2-TZVPD basis, OMol25).

As for the net charge: +2. The calculation puts the orbital gap at 9.19 eV. As for the multiplicity: 1. The LUMO energy is -5.02 eV. The HOMO energy comes out at -0.52239 Ha.

CARTESIAN COORDINATES (ANGSTROEM)
H -1.738 -3.060 3.171
N 0.284 -1.678 -0.258
C -2.281 -1.019 3.578
P 2.236 1.566 -0.409
C -3.191 1.434 4.353
N -1.670 -2.087 2.919
C -0.443 -2.064 -1.499
H -2.728 -2.191 -3.137
H 0.273 -2.046 -2.322
H 1.200 4.142 0.050
C 0.313 3.575 -0.212
H -5.889 1.691 -3.780
H 3.426 1.465 2.202
H -2.759 2.743 -1.042
N -1.568 0.132 -1.312
H -0.661 -3.342 0.692
H 4.751 4.012 -0.256
H -0.195 4.011 -1.065
C -3.225 2.020 -1.700
C -0.137 -2.424 0.961
H 2.041 0.782 3.089
C -1.909 0.112 2.867
H 3.799 3.713 -1.730
N -2.559 -1.330 -2.643
C 2.651 0.705 2.196
C -3.109 -0.974 4.694
H 4.893 2.444 -1.096
C -3.554 0.277 5.066
Mg -0.167 0.474 0.142
O 3.153 2.769 0.031
C -4.373 2.334 -2.396
H 1.264 -1.879 -0.413
C -4.483 0.134 -3.430
C -4.991 1.403 -3.251
H -0.349 3.508 0.648
C -2.699 0.741 -1.879
H -0.825 -3.083 -1.435
C -2.369 1.371 3.248
C 4.227 3.264 -0.839
H 0.762 -2.727 1.499
C -3.326 -0.166 -2.721
C -0.983 -1.586 1.881
H -2.100 2.268 2.706
O 1.761 0.946 1.064
H 3.083 -0.288 2.108
C -1.543 -1.089 -1.801
H -4.200 0.372 5.928
N -1.085 -0.276 1.795
O 0.708 2.218 -0.625
H -4.813 3.315 -2.285
H -4.964 -0.580 -4.085
H -3.393 -1.861 5.243
H -3.570 2.392 4.682

Q: Which formula does entry 7 have?
A: C3H4N2